237
Properties=species:S:1:pos:R:3 method="wB97M-V/def2-TZVPD" spin_multiplicity=1 homo_lumo_gap_ev=8.91 homo_ev=-8.443
C -3.90287 2.61091 -3.47087
C -3.63288 3.10735 -4.85998
O -4.41412 4.34274 -5.02623
C -3.86268 5.30404 -5.73259
O -2.88246 5.21961 -6.44792
O -4.62351 6.37781 -5.59516
C -4.13673 7.57675 -6.22809
H -4.96282 2.60950 -3.23053
H -3.48639 3.29849 -2.72478
H -3.44164 1.62689 -3.39485
H -4.07642 2.38123 -5.54611
H -2.58713 3.28709 -5.07927
H -4.62776 8.45079 -5.82243
H -4.28027 7.50870 -7.30637
H -3.06605 7.68149 -6.02456
C 1.61332 -4.90867 5.33881
C 2.34035 -3.96984 4.41181
O 3.67690 -3.79502 4.87034
C 4.65533 -3.67023 4.01047
O 4.58182 -3.65395 2.82401
O 5.77277 -3.64095 4.68374
C 6.94423 -3.67855 3.90021
H 0.54209 -4.80532 5.15133
H 1.76836 -4.61281 6.37112
H 1.91111 -5.92959 5.10747
H 1.93696 -2.96293 4.54901
H 2.33251 -4.25414 3.36566
H 6.92999 -2.98912 3.06167
H 7.14439 -4.69519 3.57110
H 7.73139 -3.36832 4.58277
C -9.29009 0.50619 -0.92809
C -8.20611 1.27637 -1.68372
O -7.05469 0.55399 -2.07336
C -6.40506 -0.17771 -1.22187
O -6.80223 -0.72041 -0.25449
O -5.14435 -0.23020 -1.63959
C -4.20959 -1.00753 -0.96045
H -8.83601 -0.16284 -0.21507
H -9.92320 -0.06050 -1.62619
H -10.02853 1.16695 -0.47065
H -7.97241 2.13463 -1.03703
H -8.62539 1.72832 -2.57854
H -4.40923 -1.06484 0.10760
H -3.22349 -0.64819 -1.23436
H -4.24544 -2.04672 -1.31282
C 5.81892 -5.22783 0.29935
C 7.09908 -4.99053 -0.48172
O 8.10437 -4.60784 0.44187
C 9.18109 -4.00374 -0.04461
O 9.47922 -3.87417 -1.19550
O 9.90046 -3.60718 0.95965
C 11.06993 -2.93672 0.61488
H 5.52562 -4.34857 0.87202
H 5.96470 -5.95459 1.10723
H 5.01512 -5.53223 -0.36560
H 6.86410 -4.17695 -1.17276
H 7.31531 -5.87762 -1.07601
H 11.76425 -3.57968 0.06161
H 11.56850 -2.62891 1.52294
H 10.85680 -2.10348 -0.05609
C 0.71339 10.80031 -1.29492
C -0.75319 10.67045 -1.54809
O -1.30243 9.35134 -1.40140
C -0.89185 8.38715 -2.20759
O -0.30750 8.52380 -3.24130
O -1.46699 7.27439 -1.80449
C -1.24356 6.13087 -2.60832
H 1.37302 10.24286 -1.94457
H 0.93758 10.59738 -0.24098
H 0.97938 11.86482 -1.35994
H -1.01294 11.06714 -2.53536
H -1.31800 11.27900 -0.84686
H -2.01401 6.22593 -3.38221
H -1.37291 5.23827 -2.01916
H -0.29431 6.13756 -3.14140
C -10.20825 -1.83404 2.75879
O -9.91794 -0.52546 2.35618
C -10.44474 0.40871 3.25228
C -9.71995 1.74345 3.27222
N -8.32051 1.60927 2.97534
C -7.66366 2.89303 2.90434
C -6.29179 2.77372 2.28714
O -6.42647 3.09300 0.91136
C -5.27947 2.97110 0.14638
H -11.29651 -2.01725 2.82479
H -9.89055 -1.98722 3.80730
H -9.70078 -2.50943 2.08539
H -10.26044 0.00867 4.26666
H -11.52072 0.45046 3.06578
H -9.79770 2.20521 4.25259
H -10.13491 2.42242 2.49794
H -8.14079 1.06980 2.13799
H -7.52231 3.41329 3.86311
H -8.29439 3.60714 2.33757
H -5.90457 1.74382 2.29166
H -5.55199 3.41906 2.78172
H -5.61175 2.79077 -0.87868
H -4.73509 2.05662 0.43272
H -4.68008 3.88573 0.16232
C 0.29358 -0.15427 -2.85049
O 0.32122 1.02212 -3.54965
C 1.54429 1.28625 -4.24012
C 1.35773 2.41056 -5.21882
N 0.62945 3.56212 -4.67133
C 0.15084 4.44361 -5.71200
C 1.18620 4.94997 -6.63604
O 1.74830 3.90087 -7.44185
C 2.35822 4.43322 -8.57647
H 0.48822 -1.01098 -3.52855
H -0.71473 -0.28582 -2.48372
H 1.06342 -0.31709 -2.08177
H 1.96500 0.41298 -4.77099
H 2.33035 1.51332 -3.48152
H 0.78297 2.02341 -6.08705
H 2.30825 2.69565 -5.66997
H -0.20361 3.12776 -4.26769
H -0.48623 5.25407 -5.31992
H -0.73848 4.03220 -6.24122
H 2.01678 5.37356 -6.07365
H 0.63676 5.64962 -7.28157
H 1.60882 4.80495 -9.29862
H 2.87158 3.63962 -9.11065
H 2.98581 5.28187 -8.28440
C 3.77534 -12.85094 0.55312
O 2.63713 -12.14365 0.18732
C 1.63962 -12.05542 1.15000
C 0.49214 -11.21761 0.68593
N 0.75492 -9.78176 0.94089
C -0.10975 -8.93026 0.17139
C 0.23434 -7.51340 0.47752
O 1.66369 -7.34020 0.39241
C 2.06121 -6.18466 1.04828
H 3.87181 -12.87369 1.65278
H 4.58505 -12.36574 0.02888
H 3.69621 -13.92252 0.31444
H 2.15388 -11.58574 2.02504
H 1.32303 -12.98525 1.65658
H -0.39857 -11.60613 1.17633
H 0.47058 -11.34704 -0.41347
H 1.73953 -9.62466 0.74983
H -1.08779 -9.15624 0.60321
H -0.09477 -9.08746 -0.91785
H -0.03698 -7.28272 1.51755
H -0.15414 -6.79654 -0.25527
H 1.63292 -5.22375 0.71962
H 3.14005 -6.06223 0.93261
H 1.89684 -6.31990 2.13275
C 9.19684 0.71494 -0.63675
O 8.01605 1.47124 -0.74597
C 6.92784 0.81736 -0.11465
C 5.65102 1.45031 -0.58536
N 5.31803 2.71780 0.01095
C 6.37877 3.75054 0.15955
C 6.65996 4.48460 -1.13368
O 5.41114 5.05225 -1.37045
C 5.40326 5.88021 -2.56532
H 9.13673 -0.24498 -1.16637
H 9.45287 0.53204 0.42426
H 10.06739 1.25536 -1.01406
H 7.00501 0.82769 0.97836
H 6.88918 -0.21228 -0.50105
H 4.84320 0.75852 -0.32070
H 5.67543 1.47142 -1.68468
H 4.71155 3.22797 -0.63959
H 7.28796 3.42572 0.66022
H 5.89519 4.49652 0.80379
H 6.96224 3.77601 -1.91619
H 7.43211 5.25130 -0.99764
H 5.95300 6.79941 -2.36641
H 4.35000 6.05322 -2.75723
H 5.80514 5.29786 -3.39806
C 2.67626 -1.96695 0.32076
O 1.56078 -1.39658 0.96938
C 0.33015 -2.11425 0.78333
C -0.81635 -1.23323 1.23133
N -0.89811 -0.00367 0.37724
C -1.57447 1.09644 1.10209
C -1.44438 2.43042 0.31989
O -0.12653 2.93489 0.44128
C 0.58313 3.12470 -0.79846
H 2.44364 -2.38946 -0.66943
H 3.08557 -2.78836 0.92480
H 3.41944 -1.18513 0.18752
H 0.43358 -3.02118 1.40986
H 0.21954 -2.46815 -0.25430
H -0.74120 -1.07433 2.31640
H -1.78073 -1.71724 1.02753
H 0.08026 0.30049 0.28267
H -1.08108 1.39940 2.04087
H -2.63337 0.83081 1.15452
H -2.07433 3.13902 0.87026
H -1.75388 2.28669 -0.72000
H 0.76203 2.13172 -1.22282
H 1.40121 3.79303 -0.54802
H -0.02038 3.65405 -1.55047
C -3.09643 -5.95747 -0.15408
O -3.10149 -5.20878 1.00919
C -3.79961 -5.83759 2.07439
C -3.34980 -5.23887 3.38914
N -3.94322 -3.92683 3.57242
C -3.83443 -3.34423 4.88974
C -2.58751 -2.50988 5.19653
O -2.78215 -1.26793 4.54654
C -1.95201 -0.25064 5.05576
H -2.47945 -5.37818 -0.84690
H -4.05987 -6.08741 -0.67406
H -2.65972 -6.96395 -0.07514
H -3.56958 -6.91854 2.06094
H -4.88027 -5.76248 1.90236
H -2.23971 -5.25336 3.36454
H -3.59356 -5.99057 4.14967
H -3.54519 -3.35363 2.83435
H -3.88188 -4.12202 5.65641
H -4.69806 -2.68471 4.97869
H -1.67086 -2.97636 4.81506
H -2.58673 -2.38574 6.28697
H -2.32225 0.66775 4.58288
H -0.88248 -0.27655 4.81457
H -2.13740 -0.08668 6.12412
C 3.04133 0.93041 2.43269
O 4.49134 1.16543 2.59424
H 2.87917 0.13430 3.15982
H 2.43684 1.82481 2.58375
H 2.87779 0.50648 1.44130
H 4.76912 1.69824 1.85222
C -2.00979 3.79174 4.23857
O -1.24707 3.87169 5.48052
H -1.66908 2.90256 3.68629
H -3.04679 3.60543 4.51124
H -1.86214 4.70309 3.65858
H -0.35383 4.15474 5.26551
C 3.20608 6.21559 1.01104
O 4.18662 6.97277 0.39196
H 3.57959 5.46160 1.72429
H 2.55677 6.82389 1.62649
H 2.56851 5.70506 0.27794
H 4.61776 6.30707 -0.14636